61
Properties=species:S:1:pos:R:3 method="wB97M-V/def2-TZVPD" energy_ha=-2477.3155 multiplicity=3 homo_lumo_gap_ev="6.1 / 7.0" homo_ha="-0.15828 / -0.19291" charge=-1 s_squared=2.01
Au -1.9056 -0.3800 0.7273
Cl -2.6069 1.4110 2.1541
N 0.3151 2.1680 -0.2623
N -0.4120 -2.3042 0.5246
C -0.7424 2.8339 -0.5914
C -0.7908 -3.0246 -0.4800
C 1.2081 3.0744 0.4946
C 0.4660 4.4172 0.4439
C 2.5601 3.1170 -0.1972
C 1.3088 2.5617 1.8752
H 2.4304 3.5147 -1.2071
H 2.9920 2.1101 -0.2556
H 3.2269 3.7669 0.3771
H 0.6007 2.9876 2.5822
H 2.3237 2.4163 2.2351
H 0.7072 1.0391 1.8768
C 0.6552 -3.0240 1.2342
C 0.8328 -4.3076 0.3980
C 0.2153 -3.3929 2.6381
C 1.9391 -2.2176 1.2627
H 2.2633 -1.9973 0.2361
H 2.7184 -2.7949 1.7861
H 1.7493 -1.2742 1.7976
H -0.8011 -3.8045 2.6082
H 0.2369 -2.5147 3.2904
H 0.9153 -4.1359 3.0455
O -0.1848 -4.2046 -0.6494
H 0.6219 -5.2362 0.9585
H 1.8090 -4.3559 -0.1203
O -0.7920 4.1210 -0.2425
H 1.0005 5.1581 -0.1681
H 0.2011 4.8070 1.4401
C -1.8882 2.2338 -1.3453
C -1.8228 -2.5991 -1.4418
C -1.3584 -1.3572 -2.1298
H -2.7285 -2.3300 -0.8762
H -2.0642 -3.4080 -2.1396
C -1.5631 -0.2024 -1.3880
C -1.4250 1.0105 -2.0875
H -2.7957 -0.2411 2.2523
C -0.8867 1.0917 -3.4065
C -0.5262 -0.1081 -4.0540
C -0.7297 2.4565 -4.0592
C -0.7724 -1.3575 -3.4393
H -0.0814 -0.0758 -5.0577
C -0.4664 -2.6755 -4.1214
H 0.1123 -2.5183 -5.0263
H -1.3553 -3.2416 -4.3954
H 0.1067 -3.2755 -3.4256
H -1.6649 3.0103 -4.0771
H -0.3685 2.3777 -5.0739
H -0.0243 3.0271 -3.4661
H -2.3655 2.9883 -1.9797
H -2.6174 1.8870 -0.6062
F 1.1604 -1.2384 4.5924
Te 0.2236 0.4287 4.4209
F 1.9366 1.2671 4.3743
F -0.5846 2.1910 4.6477
F -1.4356 -0.5300 4.8105
F 0.4228 0.4865 6.2954
O 0.5002 0.1675 2.3903

***

20
Properties=species:S:1:pos:R:3 method="wB97M-V/def2-TZVPD" e_above_lowest_kcal_mol=116.9 energy_ha=-382.3163 homo_lumo_gap_ev="8.0 / 8.0" homo_ha="-0.28793 / -0.28790" charge=0
C 2.1625 -0.3366 1.2688
C 2.0532 -0.4032 -1.2996
C -2.1993 -1.1912 0.0600
C -1.8584 1.7095 -0.0363
N 1.5125 -0.3577 0.0107
C -0.7246 0.6999 0.0201
O 0.4680 1.1902 -0.0077
N -0.9029 -0.5728 0.0369
H 1.4887 -0.0512 2.0744
H 3.0397 0.3140 1.2406
H 2.4492 -1.3816 1.4710
H 1.2844 -0.7954 -1.9684
H 2.8992 -1.1039 -1.2773
H 2.3813 0.5807 -1.6419
H -2.7856 -0.9078 0.9435
H -2.7926 -0.9575 -0.8333
H -2.0553 -2.2728 0.0890
H -1.4533 2.7165 -0.0725
H -2.4717 1.5274 -0.9199
H -2.4949 1.5934 0.8421

***

52
Properties=species:S:1:pos:R:3 method="wB97M-V/def2-TZVPD" energy_ha=-6991.2456 multiplicity=2 homo_lumo_gap_ev="6.6 / 6.7" homo_ha="-0.35607 / -0.39046" charge=+1 s_squared=0.76
Sc 0.0609 0.2754 -1.3445
Se -2.3000 -0.6741 -2.6982
Se -0.2345 0.9118 -4.0197
C 0.9618 -0.5692 -3.8468
C 1.0068 -1.5950 -4.7858
C 1.9187 -2.6165 -4.5965
C 2.7401 -2.6015 -3.4716
C 2.5879 -1.5812 -2.5626
N 1.7196 -0.5772 -2.7431
C -2.8390 0.8910 -1.7706
C -4.1030 1.4589 -1.9058
C -4.4139 2.5803 -1.1612
C -3.4594 3.1168 -0.3037
C -2.2291 2.5064 -0.2360
N -1.9214 1.4176 -0.9475
H 0.3540 -1.5624 -5.6460
H 1.9919 -3.4225 -5.3169
H 3.4678 -3.3812 -3.2935
H 3.1682 -1.5536 -1.6492
H -4.8130 1.0111 -2.5867
H -5.3915 3.0382 -1.2457
H -3.6682 3.9862 0.3037
H -1.4597 2.8798 0.4283
O 0.1265 -0.0422 0.7249
C 0.1324 -1.3027 0.4774
O 0.1248 -1.6438 -0.7537
C 0.1468 -2.2931 1.5540
C 0.1651 -3.6451 1.2345
C 0.1740 -4.6192 2.2342
C 0.1636 -4.1653 3.5296
O 0.1623 -4.9066 4.6588
C 0.1745 -3.9837 5.7618
O 0.1219 -2.6634 5.2046
C 0.1416 -2.8169 3.8501
C 0.1317 -1.8501 2.8920
H 0.1672 -3.9334 0.1921
H 0.1828 -5.6773 2.0087
H 1.0955 -4.1096 6.3244
H -0.7025 -4.1560 6.3781
H 0.1036 -0.7969 3.1336
O 1.1370 1.9644 -1.0888
N 1.1567 3.0059 -0.2737
C 1.0432 4.2251 -0.8247
C 1.0717 5.3436 -0.0232
C 1.2180 5.1991 1.3484
C 1.3335 3.9240 1.8827
C 1.3031 2.8262 1.0501
H 0.9351 4.2306 -1.8987
H 0.9826 6.3169 -0.4856
H 1.2423 6.0690 1.9919
H 1.4512 3.7639 2.9448
H 1.3691 1.7976 1.3711

***

10
Properties=species:S:1:pos:R:3 method="wB97M-V/def2-TZVPD" e_above_lowest_kcal_mol=21.8 energy_ha=-1250.2660 homo_lumo_gap_ev=8.8 homo_ha=-0.33988 charge=0
N 0.2589 -0.3945 0.9545
N 0.5875 0.3932 -2.0671
P -0.8951 0.2382 2.0071
S -0.3415 -0.0762 3.8441
S -2.5528 0.9296 1.2361
H 1.1087 -0.8830 1.3246
H -0.0835 -0.7511 0.0733
H 0.9930 0.9559 -2.8238
H -0.3597 0.0267 -2.5515
H 1.2844 -0.4389 -1.9973